ORCA calculation (wB97M-V/def2-TZVPD) on a cluster of 4 separate species, C37H48BClF34N3O12S2 in total.

```
! wB97M-V def2-TZVPD RIJCOSX def2/J DEFGRID3
* xyz 1 1
C -3.092 2.647 0.398
C -1.780 2.082 -0.149
O -1.084 1.351 0.884
B -1.039 -0.010 0.676
O -2.247 -0.668 0.590
C 0.409 -0.744 0.554
C 0.365 -1.907 -0.454
C -0.713 -3.009 -0.283
C -1.607 -3.130 -1.519
N -2.293 -4.422 -1.466
C 1.279 0.399 -0.124
C 2.349 -0.087 -1.135
C 1.951 -0.006 -2.595
O 1.683 -1.003 -3.238
N 1.961 1.305 -3.178
C 0.628 1.938 -3.073
C 2.359 1.177 -4.593
C 2.004 1.205 0.948
C 2.498 2.590 0.529
C 2.474 3.573 1.708
C 1.077 4.118 1.925
O 1.100 4.831 3.159
C -0.107 4.700 3.878
C 2.948 0.408 1.843
S 4.690 0.038 1.477
O 4.891 -1.351 1.791
O 5.471 0.836 2.365
C 5.536 0.254 -0.171
F 6.736 -0.248 0.167
F 5.120 -0.575 -1.134
C 5.874 1.657 -0.802
F 4.975 2.046 -1.718
F 6.973 1.406 -1.563
C 6.366 2.816 0.111
F 5.461 3.248 0.993
F 7.469 2.441 0.751
F 6.683 3.826 -0.705
N 2.261 -0.809 2.432
S 2.539 -0.888 4.232
O 3.936 -0.845 4.442
O 1.960 -2.066 4.757
C 1.851 0.590 5.186
F 1.331 1.535 4.400
F 0.928 0.099 5.997
F 2.852 1.080 5.892
C 0.876 -1.136 1.974
O 0.870 -2.513 2.121
Cl -0.377 -0.583 3.196
H -2.968 3.706 0.592
H -3.322 2.177 1.345
H -3.907 2.559 -0.311
H -1.933 1.499 -1.056
H -1.148 2.933 -0.388
H -2.591 -0.778 -0.301
H 0.119 -1.448 -1.405
H 1.311 -2.423 -0.519
H -1.305 -2.926 0.623
H -0.219 -3.975 -0.208
H -2.293 -2.292 -1.618
H -0.908 -3.188 -2.348
H -3.287 -4.347 -1.611
H -2.115 -4.917 -0.607
H 0.641 1.067 -0.681
H 3.143 0.656 -1.076
H 2.823 -1.035 -0.911
H 0.602 2.705 -2.303
H 0.336 2.360 -4.024
H -0.113 1.181 -2.805
H 1.532 0.819 -5.202
H 2.655 2.159 -4.945
H 3.213 0.525 -4.707
H 1.204 1.490 1.640
H 1.733 2.962 -0.150
H 3.431 2.612 -0.022
H 3.096 4.413 1.415
H 2.899 3.172 2.626
H 0.330 3.328 2.024
H 0.826 4.834 1.144
H -0.176 3.748 4.407
H -0.977 4.801 3.230
H -0.135 5.493 4.617
H 3.036 1.078 2.692
H 2.838 -1.623 2.106
H -0.018 -2.814 2.344
C -3.371 -3.502 -7.896
C -2.948 -2.853 -6.561
C -1.857 -3.543 -5.736
F -2.217 -4.768 -5.332
F -1.623 -2.806 -4.618
F -4.042 -2.640 -5.799
F -2.446 -1.623 -6.877
O -4.560 -4.285 -7.927
C -4.567 -5.631 -7.611
C -5.434 -5.926 -6.383
F -4.987 -5.260 -5.301
F -5.382 -7.247 -6.107
F -3.320 -6.115 -7.483
F -5.126 -6.272 -8.656
H -3.606 -2.661 -8.547
H -2.539 -4.017 -8.376
H -0.925 -3.615 -6.302
H -6.469 -5.636 -6.570
C -2.644 8.235 -0.579
C -2.163 6.777 -0.736
C -1.519 6.367 -2.064
F -2.358 6.476 -3.099
F -1.146 5.057 -1.983
F -3.174 5.937 -0.426
F -1.194 6.584 0.208
O -4.028 8.516 -0.746
C -4.585 8.777 -1.986
C -5.633 7.729 -2.375
F -5.090 6.496 -2.423
F -6.117 8.017 -3.600
F -3.638 8.925 -2.930
F -5.220 9.959 -1.887
H -2.463 8.472 0.468
H -2.022 8.929 -1.145
H -0.625 6.965 -2.262
H -6.451 7.724 -1.653
C 1.938 -6.527 6.945
C 1.894 -6.330 5.415
C 1.243 -5.055 4.872
F -0.061 -4.966 5.190
F 1.315 -5.048 3.513
F 1.338 -7.416 4.841
F 3.192 -6.283 4.998
O 0.967 -7.375 7.552
C -0.273 -6.912 7.945
C -1.411 -7.598 7.182
F -1.303 -7.386 5.857
F -2.593 -7.085 7.590
F -0.348 -5.570 7.870
F -0.415 -7.234 9.246
H 2.876 -7.049 7.126
H 2.026 -5.578 7.473
H 1.754 -4.165 5.240
H -1.399 -8.674 7.368
*
```

- E_HOMO: -11.13 eV

Results of the Mulliken charge analysis, in e, for atoms 1 through 99:
1 C -1.281
2 C 0.489
3 O -0.554
4 B 1.059
5 O -0.812
6 C 1.735
7 C -1.621
8 C -1.488
9 C -0.448
10 N -0.568
11 C 0.064
12 C 0.799
13 C -1.639
14 O -0.555
15 N 0.419
16 C -0.845
17 C -1.127
18 C 0.605
19 C -0.234
20 C -1.310
21 C -0.103
22 O -0.490
23 C -0.628
24 C -2.264
25 S 2.229
26 O -0.813
27 O -0.724
28 C 0.560
29 F -0.249
30 F -0.229
31 C 0.765
32 F -0.223
33 F -0.313
34 C 0.423
35 F -0.097
36 F -0.232
37 F -0.271
38 N 0.686
39 S 1.195
40 O -0.633
41 O -0.514
42 C 0.573
43 F -0.090
44 F -0.168
45 F -0.176
46 C -0.668
47 O -0.448
48 Cl -0.164
49 H 0.203
50 H 0.250
51 H 0.327
52 H 0.230
53 H -0.077
54 H 0.232
55 H 0.300
56 H 0.572
57 H 0.401
58 H 0.759
59 H 0.208
60 H 0.268
61 H 0.248
62 H 0.223
63 H 0.165
64 H -1.063
65 H 1.003
66 H 0.070
67 H 0.435
68 H 0.239
69 H 0.384
70 H 0.379
71 H 0.365
72 H 0.361
73 H -0.007
74 H 0.218
75 H 0.614
76 H 0.380
77 H 0.207
78 H 0.253
79 H 0.177
80 H 0.245
81 H 0.314
82 H 0.618
83 H 1.200
84 H 0.626
85 C -0.827
86 C 0.953
87 C 0.074
88 F -0.253
89 F -0.186
90 F -0.266
91 F -0.323
92 O -0.396
93 C 0.777
94 C 0.193
95 F -0.204
96 F -0.252
97 F -0.285
98 F -0.295
99 H 0.423

---

ORCA calculation (wB97M-V/def2-TZVPD) on a structure of composition C22H27AuO.

```
! wB97M-V def2-TZVPD RIJCOSX def2/J DEFGRID3
* xyz -2 3
Au -0.041 0.036 0.387
C 1.229 -2.289 1.830
C -0.151 -1.933 1.753
C -0.591 -2.169 0.369
H -0.814 -1.719 2.589
C 0.555 -2.694 -0.341
C 1.648 -2.741 0.550
H 2.644 -3.113 0.307
H 1.836 -2.278 2.736
H -1.630 -2.213 0.051
H 0.547 -3.055 -1.368
C 1.997 1.249 0.776
C 3.041 0.344 0.408
C 3.054 0.219 -1.003
H 3.736 -0.133 1.099
C 2.046 1.044 -1.548
C 1.340 1.682 -0.467
H 0.669 2.536 -0.550
H 1.869 1.733 1.741
H 3.769 -0.365 -1.584
H 1.872 1.223 -2.609
O -0.646 -0.248 -1.699
C -0.442 0.031 -4.286
C -1.759 0.280 -3.686
C 0.104 -1.320 -4.363
C 0.239 1.153 -4.947
C -1.577 0.655 -2.191
H -2.366 -0.638 -3.724
H -2.295 1.088 -4.200
H -1.189 1.694 -2.105
H -2.551 0.588 -1.661
H -0.382 -1.927 -5.148
H -0.025 -1.855 -3.410
H 1.176 -1.289 -4.604
H -0.167 1.368 -5.952
H 1.308 0.941 -5.080
H 0.138 2.080 -4.360
C -1.322 1.224 1.657
C -1.269 0.989 3.120
C -0.046 0.828 3.790
C -0.011 0.546 5.156
C -1.206 0.452 5.884
C -2.432 0.653 5.233
C -2.464 0.926 3.866
H -2.307 0.992 1.235
H -1.012 2.239 1.383
H 0.883 0.892 3.224
H 0.951 0.397 5.649
H -1.179 0.224 6.950
H -3.366 0.595 5.796
H -3.412 1.082 3.345
*
```

- Energy relative to the best compared isomer or geometry (same formula, charge and spin): 0.00 kcal per mole
- E_HOMO (alpha / beta): 0.50 / 0.31 eV

Atom-resolved charges from natural (NBO), all expressed in e:
1 Au 1.175
2 C -0.390
3 C -0.381
4 C -0.416
5 H 0.207
6 C -0.358
7 C -0.283
8 H 0.180
9 H 0.182
10 H 0.217
11 H 0.193
12 C -0.413
13 C -0.352
14 C -0.307
15 H 0.185
16 C -0.339
17 C -0.394
18 H 0.199
19 H 0.193
20 H 0.179
21 H 0.189
22 O -0.970
23 C 0.133
24 C -0.492
25 C -0.667
26 C -0.661
27 C -0.023
28 H 0.185
29 H 0.162
30 H 0.108
31 H 0.109
32 H 0.162
33 H 0.268
34 H 0.191
35 H 0.168
36 H 0.200
37 H 0.212
38 C -0.760
39 C -0.018
40 C -0.155
41 C -0.237
42 C -0.281
43 C -0.233
44 C -0.240
45 H 0.188
46 H 0.198
47 H 0.224
48 H 0.194
49 H 0.185
50 H 0.184
51 H 0.196

---

ORCA calculation (wB97M-V/def2-TZVPD) on a cluster of 5 separate species, C29H26BF5N4O13S in total.

```
! wB97M-V def2-TZVPD RIJCOSX def2/J DEFGRID3
* xyz 0 1
C 3.240 0.593 -2.884
B 2.160 1.430 -3.614
O 1.708 1.139 -4.886
C 1.586 2.796 -2.958
O 2.659 3.451 -2.271
C 2.959 4.722 -2.697
O 3.438 4.960 -3.759
S 0.391 2.572 -1.598
O 0.336 3.799 -0.864
O 0.672 1.319 -0.957
C -1.376 2.382 -2.285
F -1.914 1.390 -1.578
F -2.027 3.510 -2.035
C -1.566 2.023 -3.772
F -0.949 2.897 -4.565
F -2.853 2.012 -4.077
F -1.061 0.807 -4.000
H 3.372 -0.377 -3.374
H 3.044 0.456 -1.818
H 4.200 1.124 -2.977
H 1.157 0.349 -4.928
H 1.137 3.461 -3.702
H 2.763 5.475 -1.918
O 5.957 1.012 -6.255
N 6.148 0.987 -7.455
O 7.238 1.053 -7.986
C 4.966 0.865 -8.333
C 3.713 0.820 -7.753
C 2.606 0.716 -8.580
C 2.768 0.657 -9.958
C 4.039 0.699 -10.516
C 5.155 0.806 -9.702
H 3.604 0.870 -6.680
H 1.617 0.687 -8.144
H 1.901 0.579 -10.600
H 4.164 0.652 -11.590
H 6.153 0.843 -10.113
O -3.782 -4.113 2.049
N -2.762 -3.657 1.564
O -1.888 -4.324 1.049
C -2.577 -2.194 1.610
C -3.547 -1.422 2.222
C -3.356 -0.051 2.277
C -2.216 0.516 1.723
C -1.255 -0.279 1.110
C -1.433 -1.652 1.051
H -4.422 -1.884 2.654
H -4.097 0.571 2.762
H -2.067 1.588 1.779
H -0.370 0.173 0.688
H -0.699 -2.293 0.587
O -4.363 -2.644 5.578
N -4.259 -3.167 6.670
O -4.258 -2.566 7.726
C -4.121 -4.636 6.714
C -4.089 -5.337 5.522
C -3.948 -6.715 5.573
C -3.844 -7.361 6.798
C -3.884 -6.634 7.981
C -4.023 -5.256 7.946
H -4.170 -4.817 4.578
H -3.916 -7.280 4.652
H -3.731 -8.436 6.831
H -3.805 -7.139 8.934
H -4.054 -4.669 8.852
O 3.162 1.253 3.987
N 2.000 0.910 4.082
O 1.533 -0.101 3.595
C 1.087 1.788 4.842
C 1.583 2.964 5.373
C 0.714 3.789 6.071
C -0.620 3.430 6.224
C -1.092 2.241 5.683
C -0.233 1.406 4.985
H 2.622 3.223 5.240
H 1.080 4.715 6.493
H -1.293 4.080 6.766
H -2.129 1.959 5.804
H -0.583 0.478 4.557
*
```

- SMILES string: CB(O)[C@H](OC=O)S(=O)(=O)C(F)(F)C(F)(F)F.O=[N+]([O-])c1ccccc1.O=[N+]([O-])c1ccccc1.O=[N+]([O-])c1ccccc1.O=[N+]([O-])c1ccccc1
- E_HOMO: -9.87 eV

Atom-resolved charges from Mulliken, all expressed in e:
1 C -0.899
2 B 0.349
3 O -0.419
4 C -0.627
5 O -0.257
6 C 0.089
7 O -0.430
8 S 1.235
9 O -0.723
10 O -0.572
11 C 0.526
12 F -0.206
13 F -0.264
14 C 0.645
15 F -0.229
16 F -0.243
17 F -0.231
18 H 0.283
19 H 0.318
20 H 0.328
21 H 0.282
22 H 0.648
23 H 0.387
24 O -0.604
25 N 1.034
26 O -0.608
27 C -0.009
28 C -0.281
29 C -0.363
30 C -0.507
31 C -0.390
32 C -0.487
33 H 0.601
34 H 0.394
35 H 0.376
36 H 0.373
37 H 0.457
38 O -0.643
39 N 1.051
40 O -0.615
41 C -0.114
42 C -0.210
43 C -0.638
44 C -0.706
45 C -0.290
46 C -0.419
47 H 0.426
48 H 0.444
49 H 0.598
50 H 0.625
51 H 0.509
52 O -0.588
53 N 0.992
54 O -0.613
55 C 0.126
56 C -0.387
57 C -0.428
58 C -0.428
59 C -0.379
60 C -0.435
61 H 0.539
62 H 0.409
63 H 0.376
64 H 0.369
65 H 0.449
66 O -0.621
67 N 1.075
68 O -0.604
69 C 0.058
70 C -0.462
71 C -0.386
72 C -0.457
73 C -0.528
74 C -0.269
75 H 0.468
76 H 0.375
77 H 0.382
78 H 0.417
79 H 0.553

---

Electronic energy values (in eV) by entry order: -195440.75777; -28984.76665; -88160.58539.